[1]
This record from OMol25 describes an isolated molecule of C10H8S4. The level of theory is ωB97M-V/def2-TZVPD.

Calculated values
2S+1   1
Energy above the lowest of the compared OMol25 structures with the same formula, charge and spin   3.954 eV
Total charge   0
Frontier orbital gap (alpha / beta)   0.2248 / 0.2232 hartree
F_max   3.997 eV Å⁻¹

Structure (XYZ):
```
22
Properties=species:S:1:pos:R:3:forces:R:3
C -3.4429 1.2259 -0.3586 1.029 -1.123 -0.839
C -2.1066 1.1810 -0.0445 -2.380 2.204 -1.117
C -1.6110 -0.0319 0.3776 1.668 -2.786 2.330
C -0.2764 -0.0458 0.8512 -2.583 -0.859 -1.349
C 0.3107 1.2258 0.6324 0.255 1.243 -0.500
C 1.5310 1.7427 0.7445 0.438 -0.182 -0.041
C -4.0980 -0.1461 -0.3278 -1.643 -0.501 1.281
C 2.4596 -1.0210 -0.4832 -1.319 -1.684 -1.697
C 3.5361 -0.0054 -0.5360 2.844 0.339 -0.499
C 2.0550 -1.4477 0.8271 -0.551 -1.113 2.712
S -0.8869 2.4157 -0.0647 0.198 -0.587 0.552
S -2.9237 -1.2267 0.5333 1.134 0.149 -0.112
S 0.4565 -1.5188 1.4806 0.214 0.667 -0.211
S 3.1120 1.6237 0.4891 0.826 -1.125 -0.719
H -3.9373 2.0951 -0.7479 -0.219 0.175 0.001
H -5.0518 -0.1619 0.2790 0.994 0.431 -0.073
H -4.4949 -0.7632 -1.1700 0.921 1.237 -0.432
H 1.5623 -0.7304 -1.1201 1.093 -0.123 0.769
H 2.7824 -2.0490 -0.8653 0.158 1.474 -0.497
H 4.6317 -0.3968 -0.2386 -2.558 0.868 0.017
H 3.6897 0.2090 -1.6155 -0.160 0.630 0.675
H 2.7024 -2.1743 1.3576 -0.359 0.663 -0.252
```
Positions in Å, forces in eV/Å.

---

[2]
This record from OMol25 describes a structure of composition C10H9Br12NO2. The level of theory is ωB97M-V/def2-TZVPD.

Calculated values
2S+1   1
Energy above the lowest of the compared OMol25 structures with the same formula, charge and spin   1.813 eV
Total charge   0
Frontier orbital gap   0.3440 hartree
F_max   4.044 eV Å⁻¹

Structure (XYZ):
```
34
Properties=species:S:1:pos:R:3:forces:R:3
C 8.7677 -9.0289 -14.2916 2.584 2.796 -1.364
C 10.0347 -8.3921 -14.3494 1.060 -2.118 0.773
C 11.2476 -9.1418 -13.9538 -1.582 1.890 -0.318
C 11.1250 -10.3977 -13.3898 -1.569 0.109 -0.209
C 9.8368 -10.9301 -13.3517 1.026 -1.645 -0.129
C 8.7511 -10.3154 -13.9220 -1.410 -1.273 1.917
N 12.2702 -11.1783 -12.8182 -1.169 -1.668 -1.149
O 13.2593 -10.5778 -12.5586 1.346 1.250 0.500
O 12.1742 -12.4090 -12.7294 -0.592 1.328 -0.030
H 7.9016 -8.4870 -14.6418 -0.145 -0.073 0.154
H 10.0729 -7.3629 -14.6745 0.436 -0.032 -0.068
H 12.2205 -8.6811 -14.0408 0.008 0.130 0.021
H 9.7216 -11.9323 -12.9661 -0.015 -0.053 0.175
H 7.7665 -10.7322 -13.7695 0.027 -0.657 -0.285
C 11.5090 -17.7426 -14.9995 -0.034 -1.099 -0.403
Br 12.7184 -18.8327 -13.8065 -1.179 0.815 -1.005
Br 9.5715 -17.9873 -14.6975 1.105 -0.181 -0.048
Br 11.9230 -18.1800 -16.9839 -0.307 0.715 2.161
H 11.6546 -16.7060 -14.6955 0.432 -0.230 -0.698
C 18.8678 -16.4930 -9.6274 -0.347 0.513 -0.701
Br 18.7971 -17.3479 -11.4212 -0.236 0.342 0.965
Br 19.5398 -17.6998 -8.2910 -0.213 0.333 -0.296
Br 17.1829 -15.5873 -9.0968 0.767 -0.748 -0.344
H 19.5451 -15.6555 -9.7947 0.029 -0.429 0.358
C 17.6749 -14.4092 -16.3147 0.295 0.382 -1.171
Br 15.8316 -13.9192 -16.2069 -0.084 -0.054 0.168
Br 18.6491 -12.8949 -17.2747 -0.471 -1.250 0.995
Br 17.8893 -16.0712 -17.3309 0.043 0.596 0.437
H 18.0460 -14.5847 -15.3050 0.209 0.331 -0.396
C 20.5325 -9.3597 -13.1094 0.940 -0.124 0.123
Br 20.4188 -7.9482 -11.7180 0.049 -1.176 -0.491
Br 20.0320 -11.2210 -12.6755 -0.495 1.245 0.171
Br 22.3890 -9.5971 -13.7513 -0.616 0.686 0.123
H 19.9322 -8.9232 -13.9076 0.109 -0.652 0.065
```
Positions in Å, forces in eV/Å.

---

[3]
This record from OMol25 describes the ion C10H9BrN3S with charge +1. The level of theory is ωB97M-V/def2-TZVPD.

Calculated values
2S+1   1
Energy above the lowest of the compared OMol25 structures with the same formula, charge and spin   0.000 eV
Total charge   +1
Frontier orbital gap (alpha / beta)   0.2684 / 0.2684 hartree
F_max   6.618 eV Å⁻¹

Structure (XYZ):
```
24
Properties=species:S:1:pos:R:3:forces:R:3
C -0.5759 3.1435 -0.0547 -0.784 1.233 0.626
C 0.1908 2.2479 0.7621 -1.981 0.680 -0.694
C -1.6887 2.7219 -0.8047 0.319 -1.019 0.232
C -0.1962 0.9401 0.7933 0.777 -1.935 0.218
C -2.0210 1.3234 -0.7528 0.802 1.123 -0.780
C 2.1605 -1.7234 0.7659 -1.278 -1.695 0.855
C 2.5859 -0.2930 -1.1163 2.589 0.454 -0.277
C -1.2422 0.4564 -0.0068 1.077 0.296 0.128
C 1.0927 -1.4561 -0.0615 1.589 -0.411 -0.334
C -0.2083 -1.9607 0.2169 -4.606 4.372 -1.862
N 1.3774 -0.6874 -1.1602 -1.159 0.705 -0.045
N -1.3568 -0.9696 -0.1497 2.495 -3.357 1.278
N -0.4423 -3.1652 0.6374 -0.178 -1.484 -0.869
S 3.5402 -1.0022 0.1647 0.255 0.469 0.358
Br -3.1383 -1.5868 -0.2311 0.800 -0.331 0.260
H -0.5238 4.2682 -0.0010 0.793 -1.392 0.009
H 0.9098 2.4810 1.5132 0.647 0.950 -0.088
H -2.2538 3.4751 -1.4485 0.741 -1.378 1.091
H 0.4452 0.1749 1.3407 -1.235 1.506 -0.347
H -2.7294 0.8995 -1.4401 -0.488 0.093 -0.024
H 2.0181 -2.3983 1.6527 0.771 0.996 -0.891
H 3.2163 0.4091 -1.7449 -1.570 -0.981 0.242
H 0.2892 -3.8866 0.3179 -1.794 1.200 1.072
H -1.4492 -3.4119 0.8072 1.417 -0.094 -0.160
```
Positions in Å, forces in eV/Å.

---

[4]
This record from OMol25 describes an isolated molecule of C10H9BrO2. The level of theory is ωB97M-V/def2-TZVPD.

Calculated values
2S+1   1
Energy above the lowest of the compared OMol25 structures with the same formula, charge and spin   0.018 eV
Total charge   0
SMILES   O=C1OCC[C@@]1(Br)c1ccccc1
Frontier orbital gap   0.3720 hartree
F_max   3.496 eV Å⁻¹

Structure (XYZ):
```
22
Properties=species:S:1:pos:R:3:forces:R:3
O 1.4820 -0.5245 2.1706 -0.321 1.055 1.790
C 1.5892 -0.7949 1.0373 -0.203 -0.962 -0.685
O 2.1165 -1.9981 0.6862 -0.401 -0.372 -0.515
C 2.3620 -1.9675 -0.7168 0.760 2.353 -0.577
C 1.2485 -1.0473 -1.2905 1.832 -0.044 2.008
C 1.0973 -0.0020 -0.1993 0.681 0.144 0.358
Br 2.4681 1.3644 -0.4832 0.073 0.217 0.050
C -0.2925 0.5703 0.0693 1.645 -0.968 -0.914
C -1.2978 -0.3708 0.0998 -3.376 -0.236 0.875
C -2.6037 0.0302 0.4738 -0.640 0.152 -1.002
C -2.8452 1.4192 0.6600 -1.184 -2.992 0.648
C -1.8162 2.2958 0.5862 -1.306 2.033 -0.082
C -0.5664 1.9064 0.2622 1.378 0.298 -0.045
H 2.4816 -2.9233 -1.2259 -0.181 -0.056 0.596
H 3.2856 -1.3444 -0.7547 -0.111 -0.907 -0.741
H 1.4951 -0.6552 -2.2262 0.060 0.503 -1.512
H 0.3609 -1.5534 -1.2264 -2.244 -1.552 -0.690
H -1.3573 -1.4350 -0.1367 1.362 0.247 0.041
H -3.4734 -0.7562 0.4269 1.818 1.769 0.341
H -3.8489 1.6877 0.9399 -0.155 0.446 -0.072
H -2.0224 3.3684 0.6836 0.092 -0.428 0.127
H 0.1371 2.7302 0.1639 0.422 -0.701 0.003
```
Positions in Å, forces in eV/Å.

---

[5]
This record from OMol25 describes an isolated molecule of C10H9Cl2NO. The level of theory is ωB97M-V/def2-TZVPD.

Calculated values
2S+1   1
Energy above the lowest of the compared OMol25 structures with the same formula, charge and spin   3.618 eV
Total charge   0
Frontier orbital gap   0.3056 hartree
F_max   5.461 eV Å⁻¹

Structure (XYZ):
```
23
Properties=species:S:1:pos:R:3:forces:R:3
C 2.6945 0.2467 2.2814 0.088 -0.633 1.899
C 2.2242 -1.0349 2.4794 -1.549 -0.294 -1.655
C 2.0346 1.1130 1.4633 1.001 0.786 -1.819
C 1.1253 -1.4160 1.6496 0.946 -0.114 0.986
C 0.9522 0.7944 0.6490 -0.075 -0.438 0.814
C 0.4945 -0.4896 0.8096 -0.304 -1.480 -0.847
C -0.8018 1.6577 -0.9938 0.727 -5.412 0.099
C 0.2228 1.7319 -0.1887 0.601 1.833 -0.007
C -1.0556 -0.6363 -1.2368 -0.083 2.960 0.448
C -3.1323 -0.4031 -2.5028 3.524 -2.361 -1.658
N -0.5563 -0.9776 0.0153 -1.726 -0.552 -0.466
O -2.3807 -0.9985 -1.4139 1.562 -0.024 0.739
Cl 0.8610 3.4125 -0.0251 -0.125 0.069 0.087
Cl 0.0446 -1.2733 -2.5119 -0.355 0.650 -0.273
H 3.5155 0.5097 2.9560 -0.040 0.511 -0.793
H 2.7922 -1.6604 3.1584 -0.505 -0.418 -0.184
H 2.5879 1.9555 1.1311 0.071 1.252 0.509
H 0.7707 -2.4436 1.5763 0.079 0.192 0.300
H -1.3241 2.4099 -1.4670 -0.930 1.331 -0.972
H -3.0673 -1.0778 -3.4577 0.144 1.416 1.666
H -2.6683 0.5465 -2.5968 -0.109 1.069 -0.779
H -4.0977 -0.3841 -2.1898 -2.774 0.261 0.945
H -1.2360 -1.5825 0.4150 -0.169 -0.602 0.959
```
Positions in Å, forces in eV/Å.

---

[6]
This record from OMol25 describes an isolated molecule of C10H9N. The level of theory is ωB97M-V/def2-TZVPD.

Calculated values
2S+1   1
Energy above the lowest of the compared OMol25 structures with the same formula, charge and spin   4.899 eV
Total charge   0
SMILES   c1ccc(-c2ccc[nH]2)cc1
Frontier orbital gap   0.3247 hartree
F_max   16.498 eV Å⁻¹

Structure (XYZ):
```
20
Properties=species:S:1:pos:R:3:forces:R:3
C 3.1984 0.0149 -0.0921 -9.348 -5.772 1.687
C 2.6082 1.1581 -0.1435 -3.524 5.692 -2.507
C 1.1638 1.1847 -0.1637 2.654 -2.146 0.720
C 0.4620 -0.0195 0.0281 0.159 2.671 0.877
C -1.0090 0.0404 0.1221 -1.240 -0.587 -2.918
C -1.9293 0.3262 1.1246 3.533 -1.026 -3.511
C -3.1612 0.1724 0.6729 -5.757 -0.768 -3.641
C -3.1290 -0.2219 -0.7438 1.605 1.462 2.794
N -1.7328 -0.2371 -1.0572 -6.757 4.466 14.372
C 1.1498 -1.1881 0.2766 3.950 2.095 -0.994
C 2.5619 -1.2341 0.2213 -5.311 7.963 -1.208
H 4.0774 0.0507 -0.0496 13.249 -0.067 0.019
H 3.2329 2.1067 -0.5063 -1.561 -1.979 1.296
H 0.7466 2.1195 -0.2702 -1.509 1.669 -0.284
H -1.4758 0.4734 1.9780 1.203 1.124 4.868
H -4.1300 0.3832 1.2235 1.449 -0.452 -0.777
H -3.9592 -0.2929 -1.4751 1.031 -0.083 0.586
H -1.5149 -0.5137 -1.8145 4.639 -4.447 -12.463
H 0.6124 -2.0208 0.2448 -2.161 -3.698 0.601
H 3.0461 -2.0454 0.2550 3.695 -6.118 0.481
```
Positions in Å, forces in eV/Å.